Record 1
Below is a molecular structure, C42H46AsFN6NiO3, with properties calculated with the ωB97M-V functional and the def2-TZVPD basis.

```
! wB97M-V def2-TZVPD RIJCOSX def2/J DEFGRID3
* xyz 2 3
Ni 2.3148 1.7841 0.5431
C 1.7251 4.7717 2.3548
C 2.7093 4.8293 1.2311
C 3.0821 6.0364 0.6422
C 4.1019 6.0543 -0.2919
C 4.8132 4.8861 -0.5265
C 4.3894 3.7249 0.0953
N 3.2950 3.6839 0.8678
C 5.1338 2.4527 0.0579
C 6.5185 2.4415 0.0707
C 7.1699 1.2350 0.2520
C 6.4191 0.0810 0.3571
C 5.0347 0.1604 0.2575
N 4.3969 1.3354 0.1506
C 4.2466 -1.0858 0.1133
C 4.4677 -2.2074 0.9007
C 3.7720 -3.3643 0.5918
C 2.9486 -3.3787 -0.5208
C 2.8105 -2.2146 -1.2736
C 2.0550 -2.1943 -2.5696
N 3.4175 -1.0822 -0.9299
H 2.2780 4.8907 3.2895
H 1.2378 3.7982 2.4000
H 0.9938 5.5740 2.3008
H 2.5684 6.9463 0.9216
H 4.3728 6.9702 -0.7992
H 5.6610 4.8697 -1.1969
H 7.0723 3.3667 0.0023
H 8.2498 1.1990 0.2956
H 6.8965 -0.8811 0.4731
H 5.1387 -2.1653 1.7476
H 3.9050 -4.2537 1.1934
H 2.4239 -4.2805 -0.8085
H 2.7451 -2.4199 -3.3852
H 1.6566 -1.1972 -2.7433
H 1.2569 -2.9352 -2.5807
C -1.5911 -3.9480 4.3350
C -1.9993 -2.4987 4.0909
N -1.2253 -1.8775 3.0110
C -0.1272 -1.1653 3.3386
C 0.6452 -0.4676 2.4634
C 1.8130 0.2973 3.0836
O 2.1737 -0.0662 4.1908
O 2.2861 1.2873 2.4286
C 0.3063 -0.4404 1.0789
O 0.9062 0.2181 0.1973
C -0.8541 -1.2623 0.7216
C -1.2952 -1.3276 -0.6005
C -2.3581 -2.1001 -0.9676
F -2.7089 -2.0829 -2.2747
C -3.0795 -2.8757 -0.0392
C -2.6617 -2.7830 1.2813
C -1.5841 -1.9815 1.6851
N -4.1325 -3.7357 -0.3920
C -5.2813 -3.9066 0.4818
C -5.6161 -5.4017 0.5664
N -5.2610 -6.0404 -0.7462
C -5.5230 -5.0927 -1.8715
C -4.4913 -3.9610 -1.7937
H -2.2218 -4.3786 5.1121
H -0.5570 -3.9897 4.6757
H -1.6747 -4.5498 3.4296
H -1.8252 -1.9135 4.9911
H -3.0596 -2.4123 3.8557
H 0.1521 -1.1504 4.3852
H -0.7952 -0.7389 -1.3557
H -3.1787 -3.3618 2.0308
H -6.1376 -3.3449 0.0905
H -5.0841 -3.5257 1.4775
H -6.6784 -5.5462 0.7560
H -5.0487 -5.8956 1.3523
H -5.7722 -6.9146 -0.8690
H -4.2649 -6.2671 -0.7479
H -6.5421 -4.7294 -1.7572
H -5.4441 -5.6114 -2.8238
H -4.9182 -3.0778 -2.2781
H -3.5950 -4.2418 -2.3436
C -0.3492 4.8161 -0.1915
As 0.2053 2.9421 -0.2586
C -1.5456 2.2164 0.2200
C 0.2941 2.6637 -2.2239
C -0.9861 2.9609 -2.9373
C -1.9239 1.9539 -3.1567
C -3.1165 2.2236 -3.8092
C -3.4000 3.5115 -4.2392
C -2.4726 4.5222 -4.0314
C -1.2729 4.2465 -3.3936
H -1.1557 4.9719 -0.9051
H 0.4701 5.4931 -0.4257
H -0.7236 5.0400 0.8053
H -2.3208 2.8033 -0.2697
H -1.6604 2.2995 1.3014
H -1.6448 1.1734 -0.0652
H 0.6024 1.6285 -2.3777
H 1.1027 3.3116 -2.5690
H -1.7033 0.9423 -2.8311
H -3.8226 1.4237 -3.9920
H -4.3338 3.7301 -4.7391
H -2.6817 5.5261 -4.3766
H -0.5347 5.0303 -3.2682
*
```

As for the HOMO-LUMO gap (spin up / spin down): 7.5 / 7.7 eV. The LUMO energy (spin up / spin down) is -0.1766 / -0.1766 hartree.

Mulliken population analysis, charges in e, atoms 1 to 6:
1. Ni 1.119
2. C -1.305
3. C 0.472
4. C -0.696
5. C -0.633
6. C -0.738

Record 2
Below is C3H3NOS2 in the gas phase, with properties calculated with the ωB97M-V functional and the def2-TZVPD basis.

```
! wB97M-V def2-TZVPD RIJCOSX def2/J DEFGRID3
* xyz 0 1
C 0.2758 0.2533 -0.0308
C -0.1437 1.3406 0.6534
C 1.4558 -0.4938 0.1493
N 2.5280 0.0835 0.6330
O 0.4046 1.7915 1.8124
S 2.7279 1.2818 1.6383
S 0.0034 3.3659 2.1174
H -0.2514 0.1068 -0.9292
H -1.0160 1.8138 0.1373
H 1.7693 -1.3883 -0.3881
*
```

As for the HOMO-LUMO gap (spin up / spin down): 5.8 / 7.4 eV. The LUMO energy (spin up / spin down) is -0.0857 / -0.0297 hartree.

Mulliken population analysis, charges in e, atoms 1 to 6:
1. C -0.336
2. C 0.184
3. C -0.207
4. N -0.281
5. O -0.278
6. S 0.034

Record 3
Below is a gas-phase ion, CH2N3O4P (charge -2), with properties calculated with the ωB97M-V functional and the def2-TZVPD basis.

```
! wB97M-V def2-TZVPD RIJCOSX def2/J DEFGRID3
* xyz -2 1
N -1.6145 0.4464 -0.2258
P -0.0923 0.9927 -0.9005
O 0.3421 2.1967 -0.1281
O -0.3266 1.1230 -2.3727
N 0.9950 -0.3142 -0.7013
C 1.3750 -0.9544 0.3602
O 2.2425 -1.8399 0.4246
N 0.7810 -0.5077 1.6359
O -0.3591 -0.9233 1.9684
H -1.8983 -0.3518 -0.7845
H -1.4448 0.1324 0.7238
*
```

The SMILES is N[P@](=O)([O-])/N=C(/[O-])N=O. As for the HOMO-LUMO gap: 7.1 eV. The LUMO energy is 0.2516 hartree.

Mulliken population analysis, charges in e, atoms 1 to 6:
1. N -0.763
2. P 0.757
3. O -0.782
4. O -0.803
5. N -0.428
6. C 0.581

Record 4
Below is 2 unconnected molecules or ions with the total composition C6H13NO3, with properties calculated with the ωB97M-V functional and the def2-TZVPD basis.

```
! wB97M-V def2-TZVPD RIJCOSX def2/J DEFGRID3
* xyz 0 1
C -3.1085 0.1905 0.2669
C -1.6879 -0.3074 0.5129
C -0.7599 0.3879 -0.4036
C -0.6442 1.8615 -0.0133
C 0.7126 -0.4158 -0.2720
C 0.9731 -1.9089 -0.3179
O 0.8556 0.0957 -1.5074
O 4.9346 0.2995 1.2885
N 4.9977 0.2602 -0.0060
O 6.0614 0.0116 -0.5988
H -3.8583 -0.4236 0.7748
H -3.2410 1.2151 0.6201
H -3.3468 0.1819 -0.8011
H -1.3978 -0.1097 1.5509
H -1.6350 -1.3931 0.3838
H -1.1872 0.3210 -1.3907
H -0.4139 1.9935 1.0603
H 0.1450 2.3595 -0.5908
H -1.5887 2.3979 -0.2179
H 0.9547 -0.0493 0.7447
H 0.4648 -2.5605 0.4223
H 0.7230 -2.3277 -1.3226
H 2.0467 -2.0798 -0.1829
*
```

As for the HOMO-LUMO gap (spin up / spin down): 8.7 / 5.6 eV. The LUMO energy (spin up / spin down) is -0.0337 / -0.1147 hartree.

Mulliken population analysis, charges in e, atoms 1 to 6:
1. C -1.304
2. C -0.354
3. C 0.348
4. C -1.490
5. C 0.253
6. C -1.341

Record 5
Below is a molecular structure, C16H26BiN6O6S, with properties calculated with the ωB97M-V functional and the def2-TZVPD basis.

```
! wB97M-V def2-TZVPD RIJCOSX def2/J DEFGRID3
* xyz 1 1
O -1.3000 -0.6635 -4.5475
H -0.7616 -0.3412 -5.2878
Bi -0.4447 0.2548 -1.2949
N -0.4801 2.1761 0.1778
N 1.4625 1.7286 -1.5325
N -1.9094 -0.7250 0.3210
N -1.1360 -1.9662 -1.8025
O -1.3971 2.3177 1.1073
O -2.3372 -0.0526 1.4421
O -0.8447 -2.6201 -2.9840
O 2.4553 1.3767 -2.2885
C 1.5588 2.8702 -0.8089
C 0.5716 3.0399 0.2030
C -2.1154 -2.0561 0.3209
C -1.6782 -2.7412 -0.8563
C 0.6482 4.0375 1.2993
H 0.8540 3.5434 2.2623
H -0.3016 4.5801 1.3970
H 1.4504 4.7585 1.1189
C 2.7118 3.7690 -1.0538
H 2.7493 4.0576 -2.1136
H 3.6611 3.2695 -0.8110
H 2.6333 4.6787 -0.4524
C -2.7585 -2.7600 1.4619
C -1.8580 -4.1964 -1.0904
H -3.2017 -2.0461 2.1616
H -2.0272 -3.3742 2.0088
H -3.5394 -3.4409 1.0993
H -1.0212 -4.6175 -1.6590
H -2.7796 -4.3872 -1.6615
H -1.9441 -4.7329 -0.1390
H -1.9770 0.9128 1.3023
H -0.9711 -1.8827 -3.6938
C -1.3806 0.7896 -3.4329
H -0.3128 1.1121 -3.3882
H -2.0776 0.3508 -2.6940
H -1.9432 1.4850 -4.0661
O -4.2619 2.9636 0.4644
H -4.5893 2.1511 0.0608
H -3.3162 2.7650 0.6763
N 2.4118 -1.2402 -1.7401
C 2.3303 -1.3205 -0.3826
N 1.4308 -0.6503 0.3113
C 1.6153 -0.7639 1.6813
C 0.9154 -0.0499 2.6721
C 1.2507 -0.2630 4.0051
C 2.2600 -1.1695 4.3587
C 2.9733 -1.8732 3.3659
C 2.6483 -1.6485 2.0306
S 3.3930 -2.3233 0.5794
H 3.0852 -1.8783 -2.1410
H 2.4604 -0.2420 -2.1052
H 0.1510 0.6551 2.3445
H 0.7170 0.2891 4.7863
H 2.5038 -1.3321 5.4062
H 3.7625 -2.5743 3.6012
*
```

As for the HOMO-LUMO gap (spin up / spin down): 5.2 / 5.1 eV. The LUMO energy (spin up / spin down) is -0.1877 / -0.1876 hartree.

Mulliken population analysis, charges in e, atoms 1 to 6:
1. O -0.588
2. H 0.328
3. Bi 1.532
4. N 0.616
5. N 0.684
6. N 0.326

Record 6
Below is a molecular structure, CHBr2IO2S, with properties calculated with the ωB97M-V functional and the def2-TZVPD basis.

```
! wB97M-V def2-TZVPD RIJCOSX def2/J DEFGRID3
* xyz 0 1
C 0.8024 -0.7590 -0.6202
O -0.6538 -0.1449 1.8208
O -1.7407 0.1505 -0.4567
S -0.6283 -0.1576 0.3647
Br 2.2939 -0.8954 0.4580
Br -0.3231 -2.4964 -0.5967
I 0.3037 2.6438 0.1615
H -0.0540 1.6590 -1.1313
*
```

As for the HOMO-LUMO gap: 7.8 eV. The LUMO energy is -0.0523 hartree.

Mulliken population analysis, charges in e, atoms 1 to 6:
1. C -0.050
2. O -0.421
3. O -0.383
4. S 0.736
5. Br 0.006
6. Br -0.097